The following is a DFT calculation (wB97M-V/def2-TZVPD) of an isolated molecule of C2H3P in a non-equilibrium geometry.

As for the gap between HOMO and LUMO: 10.1 eV. Its structure (SMILES) is C#CP. As for the HOMO energy: -0.3366 Eh.

```
6
Properties=species:S:1:pos:R:3:forces:R:3
C 0.830 -0.835 -1.569 -4.866 1.693 6.489
C 0.050 -0.601 -0.543 5.922 -2.108 -8.528
P -0.603 -0.776 1.017 -0.267 -1.004 1.205
H 1.548 -0.781 -2.348 -0.009 -0.055 -0.313
H -1.412 0.305 0.840 -0.837 1.100 0.406
H 0.506 -0.083 1.501 0.056 0.373 0.740
```
Positions in Å, forces in eV/Å.